1.
The following is a quantum chemistry calculation of a structure of composition C2HHgO3 at a distorted geometry, from the OMol25 dataset.

Geometry (Å):
O: -0.4034 -1.1064 0.3661
H: -0.7012 -1.9365 -0.0563
O: -2.6535 1.2785 0.0223
O: -3.7264 0.6194 0.6246
C: -1.7374 0.5055 -0.3507
C: -0.6164 -0.0493 -0.4111
Hg: -5.1684 1.7433 0.8086

Results
E (Ha): -454.80056
Net charge: +2
Multiplicity: 2
Lowest unoccupied orbital energy (alpha / beta) (eV): -13.22 / -13.19
Molecular weight (g mol⁻¹): 273.6

2.
The following is a quantum chemistry calculation of a structure of composition C21H64AsF6N2O21S7 at a distorted geometry, from the OMol25 dataset.

Geometry (Å):
N: -3.7412 6.9546 2.9689
H: -2.8739 6.8234 2.4682
H: -3.5186 7.6211 3.6944
H: -4.1505 6.1269 3.3782
H: -4.3539 7.3562 2.2737
N: -6.3972 3.9275 -4.3462
H: -6.4570 4.4579 -3.4888
H: -5.5563 3.4023 -4.1531
H: -6.2005 4.4777 -5.1701
H: -7.1878 3.2999 -4.3796
As: -0.8851 0.3729 -1.0376
F: -0.2841 -1.2663 -1.5295
F: 0.5485 1.1803 -1.8784
F: -1.4279 2.0692 -0.6657
F: -2.2112 -0.3062 -0.1469
F: 0.1473 0.3104 0.4383
F: -1.8621 0.3888 -2.5870
O: -1.2865 0.3506 -10.5207
S: -1.0695 -0.1820 -9.1945
O: -2.2084 -0.5962 -8.3737
O: 0.0462 -1.4008 -9.2884
C: 0.2046 -2.1383 -8.1036
C: 1.2710 -3.2548 -8.4188
C: -0.1773 1.1513 -8.3550
H: -0.6729 -2.6137 -7.6655
H: 0.5957 -1.4433 -7.3605
H: 1.3969 -3.8642 -7.5238
H: 2.2724 -2.8989 -8.6610
H: 0.9037 -3.9317 -9.1901
H: -0.9578 1.8571 -8.0709
H: 0.5081 1.6398 -9.0477
H: 0.3803 0.8710 -7.4614
O: -0.3228 -7.6117 9.0935
S: 0.2558 -6.2617 9.2037
O: 1.6477 -5.9129 8.7829
O: -0.7613 -5.1670 8.4763
C: -0.2160 -3.9702 8.0111
C: -1.3906 -3.0322 7.7478
C: 0.0767 -5.7148 11.0053
H: 0.4309 -4.0638 7.1388
H: 0.3130 -3.4795 8.8280
H: -1.9071 -2.7057 8.6504
H: -2.0200 -3.5944 7.0579
H: -0.9624 -2.1760 7.2266
H: -0.8322 -6.1833 11.3827
H: 0.1554 -4.6283 11.0426
H: 0.8701 -6.1621 11.6041
O: -4.9714 -8.6970 4.0643
S: -4.2900 -8.9976 2.8008
O: -4.9550 -8.6367 1.5517
O: -2.7378 -8.3053 2.8459
C: -1.9694 -8.2321 1.6930
C: -0.6750 -9.0704 1.7786
C: -3.8399 -10.8106 2.8568
H: -1.7215 -7.1745 1.7829
H: -2.6033 -8.3382 0.8127
H: -0.7758 -10.1556 1.7666
H: -0.1687 -8.7620 2.6933
H: -0.0615 -8.6470 0.9833
H: -3.5306 -11.1192 1.8582
H: -4.7383 -11.4087 3.0093
H: -3.0494 -11.1038 3.5476
O: 3.9768 6.1792 7.2756
S: 3.2535 6.5053 6.0156
O: 1.7843 6.6338 6.0664
O: 3.8488 7.8847 5.2632
C: 5.2440 8.1004 5.1074
C: 5.3299 9.5885 4.6989
C: 3.6761 5.2178 4.7462
H: 5.6320 7.4600 4.3153
H: 5.7810 7.8691 6.0273
H: 6.2710 9.8476 4.2139
H: 5.0701 10.2608 5.5166
H: 4.6478 9.7906 3.8730
H: 4.7479 5.1005 4.5861
H: 3.1281 5.4522 3.8336
H: 3.2323 4.3293 5.1953
O: 1.7013 8.6628 -0.3608
S: 1.9432 9.4724 -1.6021
O: 0.9566 10.4593 -1.9726
O: 3.4493 10.0865 -1.7121
C: 3.5934 11.2389 -2.6210
C: 5.0629 11.5674 -2.9130
C: 2.0774 8.3217 -2.9587
H: 3.1829 12.1705 -2.2314
H: 3.0633 11.0894 -3.5616
H: 5.6195 10.6334 -2.9901
H: 5.4673 12.0197 -2.0075
H: 5.2590 12.2521 -3.7381
H: 2.9948 7.7414 -2.8602
H: 1.9750 8.9628 -3.8343
H: 1.2018 7.6763 -2.8893
O: -8.9425 -1.6067 -4.8735
S: -9.4869 -2.8167 -4.2110
O: -10.6882 -2.6044 -3.4042
O: -9.8156 -3.8976 -5.4287
C: -8.7906 -4.5089 -6.1727
C: -9.3972 -5.1300 -7.4192
C: -7.9992 -3.6611 -3.3121
H: -8.3654 -5.2830 -5.5338
H: -8.0849 -3.7946 -6.5968
H: -10.0584 -4.3684 -7.8327
H: -9.8885 -6.0584 -7.1283
H: -8.6620 -5.3170 -8.2020
H: -7.7820 -3.1001 -2.4031
H: -7.1338 -3.7236 -3.9719
H: -8.3408 -4.6708 -3.0844
O: 10.4096 -2.5271 -0.7958
S: 9.3744 -1.6748 -0.1709
O: 9.2850 -0.2446 -0.5448
O: 7.8539 -2.3898 -0.3406
C: 6.7183 -2.0412 0.4288
C: 6.3868 -3.2430 1.4126
C: 9.6456 -1.7137 1.6533
H: 5.8738 -1.9257 -0.2505
H: 6.8044 -1.0841 0.9432
H: 5.4258 -3.2841 1.9253
H: 7.0728 -3.2222 2.2594
H: 6.3999 -4.1596 0.8229
H: 9.8362 -2.7502 1.9315
H: 8.7011 -1.4178 2.1099
H: 10.4322 -0.9753 1.8086

Results
E (Ha): -8149.84877
Net charge: +1
Lowest unoccupied orbital energy (eV): -4.45
Molecular weight (g mol⁻¹): 1094.1

3.
The following is a quantum chemistry calculation of a cluster of 2 separate species, C2H7NO4P in total at a distorted geometry, from the OMol25 dataset.

Geometry (Å):
C: 1.3811 0.7295 0.6269
C: 0.3858 0.0877 -0.2989
N: 0.4918 0.0825 -1.6300
O: -2.0800 -0.9227 -1.0288
O: -1.4772 -0.8550 1.5243
O: -2.0784 1.3637 0.1293
O: 1.0291 -2.0951 0.1567
P: -1.4447 -0.2751 0.1091
H: 2.3726 0.9792 0.1831
H: 0.9964 1.7476 0.6903
H: 1.4541 0.3806 1.7003
H: -0.2556 -0.3820 -2.0375
H: -2.5011 1.3854 0.9845
H: 1.3603 -0.2039 -2.0465
H: 0.3658 -2.0225 0.9372

Results
E (Ha): -777.55919
Net charge: -1
Lowest unoccupied orbital energy (alpha / beta) (eV): 3.79 / 3.79
Molecular weight (g mol⁻¹): 140.1